No. 1
Formula: C17H39NO5S3
Source: the OMol25 dataset
Level of theory: ωB97M-V with the def2-TZVPD basis set

E_HOMO: -8.576 eV
Relative energy (zero: lowest compared OMol25 entry of this formula, charge and spin): 0.0 kcal per mole
Spin multiplicity: 1

Last column: Mulliken charge in e.
Atoms and positions in Å:
C -2.354 1.763 -0.150  -1.24
C -1.592 2.659 -1.139  -0.65
C -0.314 2.009 -1.692  0.47
C 0.689 3.019 -2.264  -1.15
C 1.856 3.368 -1.327  -0.67
C 1.523 3.508 0.169  -0.02
C 2.523 2.790 1.105  -1.25
C 1.962 1.559 1.811  -1.19
C 1.790 0.309 0.944  1.26
C 2.696 0.218 -0.267  -0.26
C 2.812 -1.233 -0.727  0.60
C 3.254 -1.400 -2.193  -1.11
N 3.900 -0.202 -2.745  -0.48
C 3.778 -1.912 0.240  -1.14
S 3.254 -1.642 1.933  1.26
O 4.199 -0.776 2.558  -0.70
O 2.937 -2.899 2.526  -0.69
O 1.871 -0.901 1.774  -0.46
H -2.118 0.715 -0.337  0.15
H -3.431 1.855 -0.236  0.46
H -2.063 1.981 0.876  0.29
H -2.227 2.881 -1.995  0.52
H -1.352 3.603 -0.653  0.30
H 0.144 1.412 -0.904  -0.84
H -0.639 1.312 -2.466  0.64
H 0.143 3.916 -2.553  0.45
H 1.135 2.610 -3.171  0.28
H 2.290 4.306 -1.676  0.48
H 2.650 2.629 -1.436  0.40
H 1.503 4.563 0.435  0.43
H 0.530 3.122 0.387  -0.08
H 3.438 2.559 0.564  0.55
H 2.810 3.487 1.892  0.49
H 2.560 1.320 2.687  0.47
H 0.973 1.836 2.179  0.25
H 0.760 0.284 0.590  -0.13
H 3.694 0.589 -0.041  0.46
H 2.294 0.822 -1.072  -0.47
H 1.839 -1.702 -0.577  0.13
H 3.956 -2.231 -2.250  0.45
H 2.388 -1.696 -2.785  0.33
H 3.320 0.220 -3.455  0.20
H 4.759 -0.447 -3.213  0.23
H 3.852 -2.986 0.105  0.48
H 4.747 -1.422 0.176  0.49
C -7.464 -0.493 0.615  -0.99
S -5.798 -1.165 0.599  0.49
O -4.847 -0.035 0.769  -0.54
C -5.789 -1.595 -1.144  -0.96
H -7.658 -0.114 1.616  0.31
H -7.538 0.318 -0.110  0.29
H -8.171 -1.287 0.379  0.39
H -5.970 -0.699 -1.739  0.32
H -6.554 -2.347 -1.333  0.39
H -4.808 -2.004 -1.375  0.31
C 0.242 -4.479 2.036  -0.73
S -1.526 -4.335 2.316  0.45
O -2.202 -4.879 1.110  -0.63
C -1.587 -2.544 2.189  -0.71
H 0.491 -5.538 2.034  0.41
H 0.492 -4.037 1.070  0.11
H 0.772 -3.976 2.846  0.30
H -1.215 -2.237 1.210  0.11
H -0.986 -2.100 2.986  0.36
H -2.623 -2.231 2.298  0.34

No. 2
Formula: C2H3P
Source: the OMol25 dataset
Level of theory: ωB97M-V with the def2-TZVPD basis set

E_HOMO (alpha / beta): -9.644 / -9.644 eV
Relative energy (zero: lowest compared OMol25 entry of this formula, charge and spin): 82.4 kcal per mole
Spin multiplicity: 1

Last column: Mulliken charge in e.
Atoms and positions in Å:
C 0.466 -0.958 -0.554  -0.32
C 1.480 -1.579 -0.835  -0.42
P -1.734 0.732 0.043  0.18
H 2.190 -2.215 -1.183  0.34
H -1.131 1.080 1.205  0.11
H -2.174 -0.462 0.633  0.12